Entry 1:
Entry from OMol25: a structure of composition C19H30N4OPbS at a distorted geometry (ωB97M-V/def2-TZVPD).

Output
Gap between HOMO and LUMO in eV: 8.61
ΔE to the lowest compared entry with this formula, charge and spin in kJ/mol: 19.7
Total charge: +2

```
56
Properties=species:S:1:pos:R:3:forces:R:3
Pb 0.227 -0.282 0.677 0.51 0.60 -0.87
S -1.138 -0.499 3.078 -0.93 -1.18 0.43
O 3.094 -0.113 1.263 0.06 -0.44 0.03
N -1.247 2.083 -0.076 -0.18 0.08 0.29
N 0.449 -2.709 1.453 -0.77 0.39 0.36
N 1.535 0.193 -2.035 -0.05 0.41 -0.08
N -1.956 -1.483 0.112 -0.11 0.15 0.68
C 2.166 1.381 -2.142 -0.22 0.01 -0.31
C 4.086 1.326 -0.429 -0.07 0.53 0.09
C 1.730 1.510 -4.488 0.08 -0.04 -0.26
C 1.041 -0.356 -3.159 0.08 0.50 0.18
C 3.968 -0.108 0.106 -0.02 -0.03 -1.20
C -0.296 -1.953 3.829 0.72 -0.02 -0.38
C 1.117 0.267 -4.391 0.04 0.14 0.40
C -2.741 -1.308 2.530 -0.11 0.78 -0.29
C -0.769 -3.495 1.123 0.10 -0.02 0.22
C 0.769 -2.619 2.918 1.00 0.34 -0.44
C -3.041 -1.067 1.057 -0.31 0.48 -0.70
C 2.285 2.067 -3.365 0.72 0.33 0.63
C -1.667 -2.925 0.037 -0.25 -0.22 -0.91
C 2.755 2.009 -0.922 0.86 -0.38 0.43
C -1.849 2.070 -1.271 -0.11 -0.11 -0.07
C -1.722 2.965 0.834 0.02 -0.58 -0.19
C -2.834 3.743 0.613 -0.35 0.55 0.19
C -2.968 2.838 -1.579 0.27 -0.10 -1.23
C -3.489 3.664 -0.614 -0.84 0.49 0.49
H -1.371 -3.602 2.025 0.33 -0.13 0.06
H 2.051 2.050 -0.087 -0.15 -0.18 -0.04
H -3.173 4.427 1.399 0.08 -0.35 -0.37
H 1.675 -1.988 2.958 -0.29 -0.22 0.01
H 2.880 3.012 -3.425 -0.79 -0.89 0.16
H -3.202 0.004 0.831 0.12 -0.34 0.39
H -4.429 4.222 -0.769 0.75 -0.22 -0.06
H 0.540 -1.308 -3.029 0.05 -0.09 -0.17
H -3.515 -0.771 3.105 0.26 -0.57 -0.13
H -4.024 -1.543 0.826 0.70 -0.04 0.02
H -3.349 2.826 -2.619 0.07 -0.14 0.92
H -1.451 1.405 -2.040 0.13 0.07 0.24
H 4.499 1.954 0.371 -0.18 -0.12 0.01
H 4.985 -0.514 0.324 -0.85 0.31 0.12
H -1.241 3.019 1.802 0.26 -0.13 -0.06
H -2.762 -2.389 2.736 0.18 0.64 0.33
H -2.238 -1.174 -0.813 -0.02 0.03 0.02
H 3.599 -0.401 2.032 0.03 0.15 -0.05
H 0.711 -0.190 -5.259 -0.33 -0.40 -0.54
H 1.798 2.039 -5.430 -0.05 -0.16 -0.07
H -1.222 -3.102 -0.959 -0.07 0.07 0.42
H -1.039 -2.683 4.150 -0.10 0.33 0.10
H 4.859 1.381 -1.207 -0.34 -0.26 -0.07
H -0.509 -4.492 0.778 0.08 -0.23 0.21
H 2.943 3.052 -1.183 0.26 -0.08 0.25
H 0.216 -1.525 4.710 -0.25 -0.51 -0.30
H -2.608 -3.506 0.050 0.31 0.14 0.00
H 3.504 -0.769 -0.676 0.42 0.52 0.74
H 1.097 -3.600 3.306 -0.48 0.30 0.05
H 1.269 -3.033 0.936 -0.24 -0.14 0.32
```
Forces are in eV/Å.

---

Entry 2:
Entry from OMol25: a cluster of 2 separate species, C2H2O3 in total at a distorted geometry (ωB97M-V/def2-TZVPD).

Output
Gap between HOMO and LUMO in eV: 10.57
ΔE to the lowest compared entry with this formula, charge and spin in kJ/mol: 620.5
Total charge: 0

```
7
Properties=species:S:1:pos:R:3:forces:R:3
O 0.243 -0.742 -1.964 3.03 -0.14 -0.39
O -0.108 1.180 0.451 0.44 0.92 -1.11
O -0.918 -1.007 -1.118 -1.22 -1.01 2.13
C 0.430 0.608 1.333 0.46 -2.41 1.95
C -0.957 -0.468 -2.292 -1.85 1.05 -1.82
H -0.223 0.264 2.198 0.77 0.36 -0.23
H 1.534 0.166 1.393 -1.63 1.24 -0.54
```
Forces are in eV/Å.

---

Entry 3:
Entry from OMol25: a cluster of 10 separate species, C22H48N2O9S in total at a distorted geometry (ωB97M-V/def2-TZVPD).

Output
Gap between HOMO and LUMO in eV: 8.60
SMILES: NCc1cccc2c1Nc1ccccc1S2.CO.CO.CO.CO.CO.CO.CO.CO.CO
Total charge: 0

```
82
Properties=species:S:1:pos:R:3:forces:R:3
S -1.669 0.877 -2.270 0.10 -0.87 -0.16
O -4.598 5.715 2.160 -0.10 0.08 0.10
O 5.282 1.989 -2.824 -0.08 -0.03 -0.03
O -2.632 -5.632 -3.128 0.07 0.00 -0.03
O -0.967 5.128 2.903 0.13 0.16 -0.07
O 3.959 -2.099 1.039 -0.09 -0.11 -0.05
O 3.209 -2.560 -5.514 -0.03 0.03 -0.05
O 0.724 1.351 4.089 0.09 -0.09 0.05
O -1.919 4.305 6.218 -0.06 0.11 0.01
O 1.254 3.636 -0.892 0.13 -0.05 -0.09
N -0.017 -4.410 -0.783 1.16 -0.24 0.01
N -1.499 -1.519 -0.525 0.22 0.52 -1.68
C -2.618 -1.596 -1.434 -1.51 -0.54 -0.66
C 6.200 1.257 -2.021 -0.26 0.19 0.10
C 0.916 -2.124 -0.942 1.34 1.62 -1.01
C -4.006 -0.516 -3.299 0.42 -2.37 1.73
C -3.461 -2.783 -1.400 -0.80 1.92 -2.17
C -2.888 -0.485 -2.372 -0.10 -1.58 0.47
C -2.852 -6.607 -2.117 -0.03 0.35 0.05
C 0.827 -3.413 -0.037 -2.04 1.56 -1.09
C -0.241 -1.236 -1.175 2.24 0.05 -0.46
C 4.122 -3.291 -4.708 -0.33 0.26 0.08
C 4.307 -1.229 2.109 -0.23 0.02 -0.15
C 2.184 -1.789 -1.625 -2.22 1.45 -0.39
C 1.127 0.280 -2.748 0.01 -2.52 1.59
C 0.094 4.284 -0.375 0.01 -0.31 -0.13
C -3.706 4.661 1.804 -0.29 0.14 -0.37
C -4.585 -2.837 -2.351 1.33 1.60 0.40
C 2.274 -0.613 -2.503 -1.34 -0.44 0.76
C -0.044 4.400 3.708 -0.17 0.10 0.03
C -0.116 -0.067 -2.069 0.38 -1.42 0.50
C -4.859 -1.722 -3.260 1.33 0.00 1.08
C -2.139 3.330 7.229 -0.08 0.32 0.04
C -0.222 0.640 3.299 0.09 -0.02 0.29
H -1.559 5.597 3.503 0.03 -0.09 -0.12
H -2.909 -4.781 -2.769 0.04 -0.02 -0.21
H 5.279 -1.527 2.498 -0.06 -0.05 -0.08
H 0.640 3.859 3.056 -0.08 0.10 -0.06
H -1.448 -2.319 0.103 -0.08 0.29 -0.33
H 0.601 -4.817 -1.495 -0.53 0.03 0.25
H -1.546 3.571 8.115 -0.05 -0.18 0.08
H -5.205 -3.765 -2.340 0.42 1.09 -0.21
H 6.774 1.943 -1.393 0.12 -0.16 0.07
H 0.094 -0.401 3.186 -0.15 -0.05 -0.14
H -2.258 -6.365 -1.231 -0.04 -0.19 0.09
H -4.195 0.324 -4.004 0.19 -0.84 0.68
H 1.826 -3.820 0.241 -0.92 0.33 -0.17
H -3.914 -6.640 -1.855 0.01 -0.18 0.11
H 0.525 5.091 4.334 0.12 -0.17 0.09
H 4.806 -3.834 -5.358 -0.08 0.07 -0.03
H -4.907 6.117 1.341 0.02 -0.01 0.17
H -3.341 4.189 2.713 -0.06 0.10 -0.04
H -4.233 3.918 1.198 0.12 -0.12 0.00
H -5.731 -1.813 -3.944 0.85 0.18 0.59
H 1.196 1.149 -3.440 -0.10 -0.86 0.68
H -3.200 3.297 7.491 0.03 -0.18 0.12
H 0.390 5.234 0.066 0.06 -0.10 -0.01
H -2.862 5.067 1.245 0.11 -0.24 0.06
H 3.574 -4.003 -4.083 0.20 -0.10 0.09
H -0.277 1.108 2.317 0.05 0.04 0.08
H 2.615 -2.088 -4.917 0.04 -0.05 -0.13
H -1.834 2.357 6.847 0.01 0.10 -0.07
H 3.562 -1.300 2.905 0.11 0.14 0.12
H -1.207 0.679 3.772 -0.10 -0.09 -0.18
H -2.547 -7.580 -2.498 -0.01 0.09 -0.05
H 4.691 2.459 -2.224 0.04 -0.01 -0.16
H 6.881 0.716 -2.677 -0.08 0.07 -0.04
H -2.195 5.156 6.578 0.04 -0.10 -0.10
H -0.365 3.657 0.393 -0.16 0.20 0.06
H 3.068 -2.456 -1.483 -0.82 0.73 -0.16
H -3.262 -3.640 -0.718 -0.10 0.85 -0.50
H -0.584 3.690 4.332 0.25 -0.03 0.05
H 3.096 -1.815 0.710 0.20 0.02 -0.01
H -0.618 4.467 -1.184 -0.13 0.09 0.13
H 0.756 0.921 4.951 0.07 0.12 -0.11
H 0.967 2.799 -1.276 0.10 0.08 0.08
H 5.659 0.543 -1.394 0.18 -0.09 0.08
H 4.692 -2.601 -4.078 0.15 -0.18 0.09
H 3.248 -0.420 -3.007 -0.90 0.01 0.45
H 4.365 -0.199 1.747 0.05 0.06 0.19
H 0.200 -3.118 0.856 1.19 -0.47 -0.42
H -0.748 -3.930 -1.316 0.35 -0.07 0.20
```
Forces are in eV/Å.

---

Entry 4:
Entry from OMol25: a structure of composition C22H59N5O9V at a distorted geometry (ωB97M-V/def2-TZVPD).

Output
Gap between HOMO and LUMO in eV: 7.16
Total charge: -1

```
96
Properties=species:S:1:pos:R:3:forces:R:3
V -0.351 -0.814 -0.780 0.41 -0.34 2.69
O -0.027 0.506 0.896 -1.53 -2.38 -2.19
O -2.629 4.098 -0.632 0.14 0.09 -0.33
O -1.578 -0.097 -1.472 -0.69 0.56 -0.64
O -2.719 -5.059 -2.093 0.45 0.06 0.14
O -0.703 -2.305 0.699 0.75 1.48 -1.41
O -3.316 0.940 1.895 -0.24 0.22 -0.14
O 3.234 1.526 2.292 -0.23 -0.10 0.13
O 4.101 -3.005 2.250 -0.01 -0.45 -0.33
O 0.987 -0.661 -1.634 -0.03 0.21 -0.17
N -0.929 -2.786 -2.149 -0.01 -0.34 1.91
N 0.334 4.114 -1.082 -0.82 -0.37 -0.15
N -1.809 3.203 1.922 -0.41 -0.02 -0.34
N 1.560 -3.709 -0.386 -0.65 0.16 0.73
N 3.481 3.074 -0.089 0.42 0.13 -0.27
C -2.978 3.127 2.815 0.03 -0.44 -0.63
C -1.940 3.123 -1.436 -0.21 -0.07 -0.11
C 3.739 1.622 -0.071 0.03 0.58 0.45
C -0.801 -1.647 1.933 -1.05 0.02 0.22
C 4.199 1.231 1.327 0.55 -0.63 -0.39
C -2.605 -4.229 -3.226 -1.31 -0.12 -0.04
C -0.690 3.686 -2.073 0.97 1.06 -0.29
C -3.980 2.154 2.173 0.09 0.21 0.50
C -3.087 5.209 -1.352 0.08 0.04 -0.77
C -2.089 -1.957 -4.056 0.15 0.21 -0.13
C -4.131 0.009 1.237 0.53 -0.34 -0.70
C -3.614 4.494 3.013 0.35 -0.34 -0.55
C -0.027 -0.359 2.004 2.47 1.33 0.17
C 3.390 0.722 3.434 0.64 0.27 0.18
C 3.509 -2.246 -0.361 0.00 0.51 0.39
C -0.005 2.774 -3.096 -0.28 -0.25 0.76
C 2.922 -3.549 0.135 0.05 -0.74 -0.17
C -2.241 -2.821 -2.803 1.46 0.58 -1.08
C 4.777 1.233 -1.103 0.73 -1.37 -0.20
C -2.750 -6.437 -2.356 0.27 0.23 -0.05
C 4.237 -3.302 3.613 0.32 0.60 0.13
C 2.960 -3.597 1.668 -1.19 -0.02 0.24
H 4.529 -2.065 -0.016 0.12 -0.40 -0.17
H -3.468 -0.743 0.801 -0.01 -0.17 0.39
H 2.806 1.073 -0.230 -0.10 0.25 -0.22
H -1.915 -4.626 -3.985 0.35 0.04 0.29
H 5.806 1.527 -0.861 -0.21 0.57 0.16
H 4.339 3.534 0.217 -0.07 -0.06 0.24
H -2.951 -2.349 -2.127 -0.15 -0.32 0.09
H -0.157 -3.167 -2.688 -0.10 0.37 -0.39
H 4.280 -4.380 3.796 0.18 -0.04 0.01
H -3.488 4.916 -2.336 -0.33 -0.19 0.21
H -2.605 2.722 3.762 -0.25 -0.03 0.09
H -2.658 2.788 -2.195 0.18 -0.01 -0.23
H 2.945 -1.436 0.115 -0.20 0.02 -0.30
H 3.459 -2.877 4.261 -0.34 -0.03 -0.33
H -1.842 -0.923 -3.814 -0.36 0.00 0.35
H -0.967 4.631 -2.565 -0.37 -0.38 -0.57
H 4.312 1.016 3.966 0.02 -0.16 -0.01
H -2.830 5.151 3.392 -0.29 0.23 0.20
H 1.059 -0.579 2.137 -0.10 -0.64 0.21
H 0.190 1.802 -2.637 -0.23 -0.16 -0.14
H 4.428 0.154 1.317 -0.28 -0.07 -0.02
H -3.914 4.854 2.023 0.01 0.15 0.06
H 3.431 3.365 -1.063 -0.39 -0.07 0.02
H -2.019 3.752 1.075 -0.09 0.11 0.96
H -2.980 -1.993 -4.685 0.08 0.02 -0.11
H 4.886 0.142 -1.172 -0.34 0.00 -0.01
H 0.988 3.159 -3.338 -0.14 0.26 -0.24
H -2.842 -6.903 -1.377 -0.25 -0.26 -0.15
H 1.186 -4.647 -0.256 0.55 -0.21 -0.02
H -1.733 2.254 -0.816 0.17 0.08 0.26
H -0.037 4.956 -0.651 0.28 -0.09 0.36
H 3.414 -4.451 -0.249 0.69 0.38 0.00
H 2.572 0.880 4.134 -0.24 0.02 -0.29
H -0.613 2.674 -3.995 0.10 -0.15 -0.05
H -1.863 -1.432 2.136 0.01 0.00 0.10
H -0.966 -3.418 -1.347 -0.04 0.21 0.13
H -4.625 0.415 0.343 -0.26 0.35 0.32
H 4.553 1.562 -2.118 -0.20 0.22 0.12
H 2.805 -4.640 1.987 0.42 -0.05 0.11
H -0.219 0.248 2.906 -0.64 -0.31 0.06
H 2.067 -3.078 2.053 0.02 0.19 -0.14
H -1.203 -2.277 -4.614 -0.25 -0.35 -0.20
H 3.424 -2.131 -1.438 -0.03 -0.05 0.00
H -3.592 -4.216 -3.721 0.05 0.11 -0.09
H -4.510 4.469 3.634 0.16 0.07 0.26
H 5.153 -2.783 3.899 0.17 -0.41 0.23
H 1.138 4.392 -1.631 0.15 0.09 0.25
H 5.187 1.674 1.562 -0.17 0.43 0.06
H -0.457 -2.294 2.756 0.05 -0.06 0.01
H -4.856 1.920 2.798 -0.06 0.30 0.06
H -4.297 2.673 1.255 -0.21 -0.36 -0.15
H -4.850 -0.452 1.923 -0.12 0.03 -0.08
H -3.567 -6.700 -3.039 -0.14 -0.09 0.20
H 3.478 -0.336 3.159 -0.16 -0.03 0.08
H -2.300 5.920 -1.636 0.08 0.09 0.49
H -1.781 2.270 1.504 0.99 -0.12 0.34
H -3.858 5.711 -0.771 0.04 0.00 0.05
H 0.913 -3.177 0.218 -0.04 0.32 -0.45
H -1.817 -6.797 -2.813 0.04 0.14 -0.02
```
Forces are in eV/Å.

---

Entry 5:
Entry from OMol25: a structure of composition C32H52O28S4 at a distorted geometry (ωB97M-V/def2-TZVPD).

Output
Gap between HOMO and LUMO in eV: 9.82
ΔE to the lowest compared entry with this formula, charge and spin in kJ/mol: 3508.1
Total charge: 0

```
116
Properties=species:S:1:pos:R:3:forces:R:3
S 1.781 0.392 5.023 2.50 -0.37 0.59
S -2.906 3.937 -0.494 -0.94 2.64 2.44
S -3.942 0.694 -2.113 0.95 -1.47 -0.15
S 0.892 -1.206 -0.113 -1.74 7.91 -1.06
O -4.066 0.591 -0.449 -2.21 -0.10 -3.09
O 2.363 -1.049 4.302 1.19 1.55 5.18
O -1.290 -5.325 -1.571 -3.83 -4.41 0.31
O 0.949 -2.132 -1.222 1.66 6.58 -5.03
O -0.696 -0.793 0.074 6.31 -1.49 0.22
O -2.241 2.465 0.119 -0.34 4.96 -2.85
O 2.742 2.966 0.275 6.09 -4.99 -2.48
O 0.947 0.111 6.163 0.84 0.31 -1.37
O 3.293 1.653 2.122 0.72 1.03 -2.97
O -1.971 5.059 -0.542 -0.54 -2.78 0.01
O 2.878 1.375 5.128 -2.87 -2.38 -0.46
O 0.930 0.614 3.695 1.73 1.78 4.37
O 1.537 -1.504 1.124 0.27 11.55 -4.23
O 1.911 1.510 -3.690 3.72 1.00 -1.84
O -3.827 3.805 -1.584 0.54 2.27 2.87
O -2.691 -0.398 -2.031 0.22 1.88 -0.96
O -5.066 0.026 -2.811 2.65 2.25 1.86
O -3.410 2.040 -2.425 -2.16 -6.91 -0.04
O 1.365 0.395 -0.530 -7.78 -4.04 3.46
O -0.595 1.048 -5.768 0.30 0.23 -0.39
O -1.545 -3.326 2.835 0.60 0.19 -0.20
O -1.121 1.109 3.121 -2.68 2.10 -0.43
O -2.724 -5.893 0.001 -0.43 0.67 -0.59
O 2.553 1.094 -5.839 -0.96 0.45 2.04
O -3.759 4.192 0.959 0.05 0.75 -2.18
O 0.571 1.914 1.903 0.03 2.27 3.20
O 0.141 -2.670 1.591 -2.28 -2.37 0.83
O 0.272 -0.500 -4.362 -0.04 0.08 -0.89
C 1.384 -1.574 3.516 -0.38 -3.31 0.50
C 0.304 -0.586 3.477 -3.07 -1.13 -1.78
C 3.118 1.855 0.704 -0.06 2.00 0.23
C 1.420 3.115 1.830 -3.45 2.50 4.40
C 3.700 -0.432 1.156 0.98 0.52 0.30
C -0.546 -3.598 2.197 -1.78 -1.78 1.55
C -2.263 -3.545 -0.312 0.44 -3.19 -2.70
C 0.942 -4.696 0.777 0.52 -1.58 0.39
C 0.672 3.984 2.819 0.28 4.17 -0.67
C -1.136 2.372 -5.566 -0.81 0.45 -1.89
C -0.289 3.342 3.738 0.02 -1.80 -1.75
C -0.764 0.548 0.372 -1.98 -0.07 1.80
C -2.229 -4.984 -0.619 0.59 -3.85 2.38
C -1.041 -3.270 -1.163 0.41 5.38 2.17
C 0.052 -4.968 1.973 -1.82 0.72 -0.50
C 2.552 0.899 -4.634 3.77 -2.29 -3.05
C 0.232 1.265 -0.342 1.23 2.72 -1.26
C -0.590 -4.311 -2.044 1.96 1.04 -0.51
C -1.467 2.417 -4.122 -1.06 0.33 0.55
C -0.127 0.622 -4.600 -0.42 -1.31 1.23
C -0.422 2.050 2.881 0.63 0.38 1.62
C 3.251 -0.013 -2.466 1.04 -2.25 -2.16
C -3.741 -0.680 0.087 -1.12 -1.10 -1.25
C -0.301 1.651 -3.540 -1.28 1.60 0.11
C 3.521 -0.135 -3.980 -0.82 -0.28 0.76
C 3.106 0.336 2.434 2.78 -3.32 -1.29
C 2.350 1.128 -2.455 -0.76 2.74 2.47
C -2.704 -1.213 -0.882 -3.99 -1.26 -0.22
C -3.581 3.226 1.952 0.07 -1.05 -0.11
C -3.034 2.026 1.150 -0.44 -0.90 4.50
C 1.234 -3.182 0.779 1.97 -10.01 2.37
C 3.417 0.558 0.059 3.14 0.11 -0.32
H 1.424 3.492 0.807 -2.03 0.56 1.46
H -4.624 -1.316 0.024 -0.26 0.09 0.16
H -1.645 3.446 -3.812 0.26 -0.03 0.36
H 0.099 3.119 4.732 -0.01 -0.36 -0.09
H -0.770 -5.629 1.699 -0.12 -0.09 0.24
H 4.551 0.148 -4.194 -0.14 -0.32 -0.41
H 0.951 -2.505 3.883 0.31 -0.15 0.60
H -2.256 -3.262 0.740 -0.31 -0.19 -0.42
H -0.247 -0.546 2.537 1.06 -0.45 0.09
H 0.594 2.272 -3.505 -2.00 0.77 -0.48
H -0.293 -3.030 -0.408 -1.84 -1.48 -0.78
H -3.125 -2.184 -1.142 -0.09 3.06 -1.34
H -3.703 1.259 0.759 -0.31 2.54 1.69
H 1.264 4.705 3.383 0.56 -0.10 -0.32
H -1.746 0.966 0.151 1.10 -1.89 -0.44
H 3.233 -1.148 -4.262 0.44 0.19 -0.69
H 2.100 -0.022 2.656 1.65 1.51 -1.95
H -1.981 2.512 -6.239 -0.62 -0.80 0.29
H 0.504 -4.983 -0.179 -0.43 -0.18 0.69
H -3.138 -3.254 -0.893 -0.23 -1.75 1.18
H -2.407 1.889 -3.965 0.58 0.19 -0.56
H 4.785 -0.534 1.127 0.02 -0.23 0.89
H -3.463 -0.693 1.141 0.27 0.85 -0.04
H 0.109 4.598 2.116 -0.52 0.52 0.37
H -0.567 3.195 -5.999 1.41 -0.32 0.63
H 1.733 -5.439 0.877 0.94 0.76 -0.23
H 3.681 0.175 3.346 0.27 -0.06 -0.75
H 0.425 -4.598 -1.769 0.66 0.58 -1.17
H 1.900 -1.809 2.586 -0.46 0.03 1.77
H -0.237 1.234 -2.534 -1.40 -0.48 -1.19
H -3.023 3.633 2.795 1.12 -0.02 -0.48
H -4.483 2.987 2.513 -0.70 -0.18 -0.90
H -0.578 -0.622 4.117 0.61 -1.02 0.81
H -2.375 1.433 1.785 -0.47 0.61 0.06
H -0.549 0.625 1.437 -0.73 -0.35 -1.29
H 2.258 -2.971 1.089 0.17 -2.41 0.59
H 3.225 -1.354 0.822 1.58 0.34 0.98
H 0.404 -5.313 2.945 0.74 -0.09 -0.28
H 4.131 0.052 -1.825 0.07 0.20 -1.77
H 1.256 -2.777 -0.233 1.23 -5.92 2.67
H -1.060 -2.344 -1.737 -0.57 -0.20 0.04
H 0.543 2.029 0.372 -0.17 -0.51 -1.92
H 4.281 0.671 -0.596 0.74 0.98 1.32
H -0.704 -4.016 -3.087 -0.07 -0.67 -0.23
H 2.766 0.167 -0.723 2.58 0.83 1.95
H 2.760 -0.878 -2.020 -0.09 -0.53 -0.85
H 2.454 3.025 2.163 -2.06 0.26 0.49
H 2.850 1.945 -1.935 0.07 0.67 -0.42
H -0.042 1.817 -1.241 -0.01 -0.66 0.30
H -1.788 -1.456 -0.344 -2.41 0.40 -1.89
H 1.452 0.991 -1.853 1.39 0.50 -2.82
H -1.223 3.896 3.830 0.05 -0.31 0.02
```
Forces are in eV/Å.

---

Values for LUMO energy, eV, ordered as above
-5.92 0.33 0.29 2.63 -0.05